[1]
Below is an isolated ion of composition C4H12NO2 and charge +1, with properties calculated with ωB97M-V/def2-TZVPD.

For the largest force on an atom, the calculation gives 5.04 eV Å⁻¹. As for the structure (SMILES): C[C@H](O)[C@@H](O)C[NH3+]. The LUMO energy is -3.341 eV. The total charge is +1. Its HOMO-LUMO gap is 11.2 eV. For the calculated total energy, the calculation gives -9919.4944 eV. As for the HOMO energy: -0.5342 Eh. As for the spin multiplicity: 1.

Each line ends with the Mulliken charge.
Cartesian coordinates (Å):
C: 0.2657 0.8070 -2.2149  -1.586
C: 0.9479 -0.0634 -1.0968  0.567
O: 1.1433 -1.3041 -1.7637  -0.645
C: -0.1877 -0.3786 0.0964  -0.075
O: -0.0597 -1.7180 0.5045  -0.601
C: 0.0413 0.3539 1.4630  -0.756
N: -0.8517 -0.4361 2.3472  -0.316
H: 0.9298 0.7762 -3.0769  0.472
H: -0.7025 0.3739 -2.3846  0.491
H: 0.0050 1.8936 -1.8223  0.292
H: 1.8071 0.4721 -0.8077  0.329
H: 0.9620 -1.2313 -2.7765  0.363
H: -1.1341 -0.1618 -0.2763  0.326
H: 0.5557 -2.1863 -0.0547  0.342
H: 1.1569 0.2670 1.7639  0.357
H: -0.2552 1.3580 1.3637  0.334
H: -1.9069 -0.1693 2.2827  0.375
H: -0.6472 -0.3779 3.3710  0.337
H: -0.8009 -1.3279 1.7414  0.393

---

[2]
Below is a 8-piece molecular cluster, C51H115BrN6O overall, with properties calculated with ωB97M-V/def2-TZVPD.

For the largest force on an atom, the calculation gives 2.65 eV Å⁻¹. The LUMO energy is -7.597 eV. The total charge is +4. Its HOMO-LUMO gap is 6.8 eV. For the calculated total energy, the calculation gives -135747.3584 eV. As for the HOMO energy: -0.5292 Eh. As for the spin multiplicity: 1.

Each line ends with the Mulliken charge.
Cartesian coordinates (Å):
C: -2.2407 1.1714 0.7784  -1.296
C: -0.8764 1.0388 0.0898  2.237
C: 0.0996 0.3564 1.0271  0.173
O: -0.9712 0.5319 -1.2075  -0.268
H: -2.7307 0.2052 0.9545  -0.201
H: -2.9286 1.7922 0.1952  0.288
H: -2.1808 1.6878 1.7436  0.494
H: -0.5673 2.0998 -0.0339  -2.067
H: 1.0972 0.4183 0.5634  -0.580
H: -0.0368 -0.7236 1.1695  0.179
H: 0.2242 0.9055 1.9751  0.184
C: 8.5197 -2.5814 3.7097  -1.354
C: 7.3328 -1.5982 3.6454  -0.196
C: 6.0762 -2.2164 4.2148  -0.823
N: 4.8145 -1.4035 4.1007  0.332
C: 4.7222 -0.3780 5.2200  -0.791
C: 3.5776 -2.2889 4.2808  -1.122
C: 2.4598 -1.4312 3.7239  -0.391
C: 3.0725 -0.6646 2.5617  1.500
C: 4.6006 -0.7958 2.7165  -1.154
H: 8.4081 -3.2072 4.5942  0.355
H: 9.4938 -2.1421 3.5324  0.381
H: 8.3875 -3.3018 2.8936  0.346
H: 7.1942 -1.2314 2.6263  0.261
H: 7.6056 -0.6839 4.1836  0.395
H: 6.1513 -2.5809 5.2374  0.544
H: 5.8275 -3.0843 3.5949  0.243
H: 3.7447 0.0907 5.3000  0.301
H: 5.5351 0.3333 5.1092  0.309
H: 4.8909 -0.9839 6.1088  0.407
H: 3.4678 -2.5553 5.3271  0.513
H: 3.6364 -3.1660 3.6335  0.419
H: 2.1672 -0.7244 4.4994  -0.342
H: 1.5498 -1.9623 3.4508  0.515
H: 2.8769 0.4021 2.6867  -0.432
H: 2.7195 -1.0517 1.6097  -0.267
H: 5.2052 0.0963 2.6089  0.611
H: 4.8678 -1.5901 2.0176  0.385
C: 3.7164 2.7005 1.0175  -1.442
C: 3.5799 3.6572 -0.1464  -0.496
C: 2.2158 3.4464 -0.8325  -0.133
N: 1.5257 4.6797 -1.3863  0.980
C: 2.4534 5.4128 -2.3107  -1.138
C: 1.1220 5.6291 -0.2505  -0.546
C: -0.2759 6.1594 -0.5702  -0.984
C: -0.8997 4.9024 -1.2351  -0.263
C: 0.1838 4.3368 -2.1040  0.445
H: 4.6334 2.9396 1.5670  0.499
H: 3.6715 1.6200 0.9263  0.039
H: 3.0055 3.0541 1.7749  0.481
H: 4.2926 3.4463 -0.9504  0.287
H: 3.7089 4.7141 0.0832  0.503
H: 1.5016 3.0246 -0.1220  0.001
H: 2.2863 2.8062 -1.7111  -0.093
H: 2.7590 4.7503 -3.1154  0.240
H: 3.2912 5.7722 -1.7200  0.411
H: 1.9159 6.2845 -2.6788  0.490
H: 1.7804 6.4930 -0.3054  0.371
H: 1.1322 5.0834 0.6900  0.317
H: -0.0826 6.9192 -1.3284  0.362
H: -0.9025 6.4902 0.2484  0.425
H: -1.7272 5.3185 -1.8121  0.453
H: -1.2195 4.1954 -0.4722  0.006
H: 0.2596 4.7627 -3.1026  0.294
H: 0.1019 3.2504 -2.1915  -0.574
C: -4.0971 1.0750 -8.3669  -1.424
C: -3.5150 0.9331 -6.9433  -0.110
C: -4.6007 1.0311 -5.8724  -0.920
N: -4.0879 1.1026 -4.4400  0.648
C: -3.1195 -0.0226 -4.2093  -1.347
C: -5.2758 0.9058 -3.5231  -0.890
C: -4.7900 1.6309 -2.2633  -0.221
C: -4.0127 2.8042 -2.7603  0.454
C: -3.4467 2.4416 -4.1290  -0.384
H: -4.6676 0.1952 -8.6626  0.359
H: -3.2353 1.1884 -9.0201  0.385
H: -4.7569 1.9357 -8.4674  0.383
H: -2.7909 1.7500 -6.8812  0.303
H: -3.0153 -0.0340 -6.8847  0.243
H: -5.2128 0.1381 -5.9921  0.403
H: -5.1742 1.9439 -6.0196  0.532
H: -3.6212 -0.9618 -4.4228  0.425
H: -2.8697 0.0210 -3.1414  0.514
H: -2.1711 0.1390 -4.7098  0.142
H: -5.5385 -0.1448 -3.4500  0.439
H: -6.1479 1.4456 -3.8907  0.445
H: -4.1706 1.0390 -1.5819  -0.313
H: -5.5409 2.0021 -1.5626  0.642
H: -3.1810 3.0599 -2.0991  -0.563
H: -4.5698 3.7390 -2.8447  0.434
H: -2.3642 2.3604 -4.1951  -0.007
H: -3.7492 3.1101 -4.9340  0.515
C: 0.2428 -1.9561 8.3058  -1.483
C: -1.0766 -1.4758 7.7020  -0.289
C: -0.9812 -1.3905 6.1948  -0.424
N: -2.1879 -0.7039 5.5516  0.801
C: -1.8762 -0.7340 4.0678  -1.177
C: -2.4680 0.7115 5.9777  -0.483
C: -3.7619 0.7001 6.8428  -0.615
C: -4.1413 -0.8174 6.9509  -0.638
C: -3.4626 -1.4913 5.7728  -0.542
H: 0.9865 -1.2225 7.9907  0.351
H: 0.5293 -2.9552 7.9686  0.347
H: 0.1934 -2.0700 9.3862  0.407
H: -1.3829 -0.5197 8.1277  0.319
H: -1.8736 -2.1881 7.9334  0.353
H: -0.9065 -2.3748 5.7285  0.409
H: -0.1503 -0.8057 5.7906  -0.116
H: -1.9308 -1.7824 3.7750  0.576
H: -0.8612 -0.3768 3.8929  -0.268
H: -2.5597 -0.0768 3.5395  0.604
H: -2.6946 1.3506 5.1305  0.183
H: -1.6239 1.1402 6.5102  0.447
H: -4.5221 1.2693 6.3198  0.345
H: -3.5362 1.0238 7.8525  0.308
H: -5.2285 -0.8882 6.9380  0.460
H: -3.8667 -1.0661 7.9728  0.278
H: -4.0441 -1.4048 4.8571  0.370
H: -3.2303 -2.5398 5.9477  0.272
C: 2.7796 -0.4249 -8.0368  -1.455
C: 2.3835 0.2831 -6.7379  -0.264
C: 1.7518 -0.6497 -5.7254  -0.760
N: 1.9590 -0.2408 -4.2738  0.609
C: 1.1034 0.9383 -3.9142  -0.550
C: 3.3946 0.0165 -3.8846  -0.939
C: 3.5009 -0.2615 -2.4040  -0.075
C: 2.4312 -1.3100 -2.1227  -0.337
C: 1.5305 -1.3931 -3.3398  -0.539
H: 3.4837 0.1901 -8.5870  0.398
H: 1.8962 -0.7144 -8.6081  0.373
H: 3.2371 -1.4040 -7.8641  0.364
H: 1.8068 1.1754 -6.9954  0.316
H: 3.2697 0.7437 -6.2893  0.365
H: 2.1820 -1.6478 -5.8191  0.377
H: 0.6717 -0.7930 -5.7786  0.540
H: 1.1974 1.0380 -2.8347  -0.092
H: 0.0551 0.7818 -4.1593  -0.207
H: 1.4103 1.8105 -4.4909  0.541
H: 3.5677 1.0782 -4.0517  0.508
H: 4.0006 -0.6430 -4.5043  0.481
H: 3.1887 0.6596 -1.8998  -0.628
H: 4.5120 -0.4425 -2.0499  0.718
H: 1.9642 -1.0192 -1.1788  -0.061
H: 2.8483 -2.2982 -1.9140  0.820
H: 0.4667 -1.2719 -3.1424  -0.099
H: 1.6945 -2.3154 -3.8935  0.493
C: -5.2332 -2.2457 1.3468  -0.941
C: -4.5469 -3.2912 0.4604  -0.645
C: -3.3789 -2.6723 -0.2992  0.334
N: -2.3996 -3.6773 -0.8514  0.423
C: -2.9894 -4.5772 -1.8844  -0.864
C: -1.7407 -4.5601 0.2151  -0.418
C: -0.2299 -4.6557 -0.1391  -0.904
C: -0.0749 -3.9067 -1.4703  -0.027
C: -1.1799 -2.8803 -1.3717  0.506
H: -5.7789 -1.4983 0.7741  0.337
H: -4.4106 -1.7860 1.9055  -0.005
H: -5.9252 -2.6856 2.0605  0.423
H: -5.2992 -3.6568 -0.2481  0.380
H: -4.3353 -4.1839 1.0522  0.399
H: -2.7526 -2.1090 0.3944  -0.459
H: -3.6787 -2.0088 -1.1071  0.378
H: -3.6517 -5.2356 -1.3292  0.423
H: -2.1837 -5.1228 -2.3664  0.367
H: -3.5408 -4.0119 -2.6323  0.256
H: -2.2544 -5.5143 0.2642  0.481
H: -1.8293 -4.0429 1.1678  0.180
H: 0.0587 -5.7027 -0.1505  0.430
H: 0.2796 -4.0950 0.6416  0.207
H: -0.1838 -4.5700 -2.3249  0.549
H: 0.8734 -3.3772 -1.5042  -0.137
H: -1.4966 -2.4982 -2.3423  -0.108
H: -0.9744 -2.0539 -0.6924  -0.665
Br: 0.8830 1.9173 4.7662  -0.703

---

[3]
Below is a 3-piece molecular cluster, C18H15F3 overall, with properties calculated with ωB97M-V/def2-TZVPD.

For the largest force on an atom, the calculation gives 6.18 eV Å⁻¹. As for the structure (SMILES): Fc1ccccc1.Fc1ccccc1.Fc1ccccc1. The LUMO energy is 0.599 eV. The total charge is 0. Its HOMO-LUMO gap is 9.7 eV. For the calculated total energy, the calculation gives -27057.6726 eV. As for the HOMO energy: -0.3360 Eh. As for the spin multiplicity: 1.

Each line ends with the Mulliken charge.
Cartesian coordinates (Å):
F: -7.7180 -36.2603 12.9055  -0.325
C: -8.5709 -36.1189 13.9539  0.683
C: -8.1265 -36.3060 15.2980  -0.620
C: -9.2105 -36.0147 16.3013  -0.377
C: -10.4104 -35.5089 16.0453  -0.519
C: -10.6967 -35.2015 14.6842  -0.067
C: -9.7968 -35.7058 13.6724  -0.547
H: -7.1238 -36.8186 15.7242  0.256
H: -8.7014 -36.0825 17.1661  0.511
H: -11.0393 -34.9019 16.6946  0.269
H: -11.6550 -34.7231 14.5442  0.334
H: -10.1370 -35.5502 12.6810  0.382
F: -8.5294 -31.3569 12.9634  -0.347
C: -7.9948 -31.3414 14.2983  -0.025
C: -8.2809 -32.3733 15.1493  0.293
C: -7.7775 -32.3217 16.5103  -0.730
C: -7.1628 -31.1302 16.9689  -0.559
C: -6.8757 -30.0426 16.0538  -0.628
C: -7.3233 -30.2192 14.7726  -0.282
H: -8.9006 -33.2661 14.7507  0.478
H: -7.8796 -33.1602 17.1138  0.528
H: -6.8476 -31.0818 17.9267  0.516
H: -6.3955 -29.1706 16.3626  0.464
H: -6.9140 -29.5051 14.0276  0.303
F: -13.3495 -33.1439 16.9580  -0.378
C: -13.0351 -32.8157 15.6249  0.406
C: -13.9516 -33.2701 14.6874  -0.423
C: -13.8152 -32.7205 13.3439  -0.548
C: -12.6594 -32.0489 12.9788  -0.337
C: -11.7036 -31.7009 13.9044  0.102
C: -11.8648 -32.1162 15.3266  -0.398
H: -14.6644 -34.0057 14.8745  0.488
H: -14.4730 -33.0733 12.5991  0.383
H: -12.2984 -31.6580 11.8972  0.216
H: -10.7533 -30.9601 13.5583  0.073
H: -10.9695 -31.8052 15.8696  0.427

---

[4]
Below is C17H23BrGeKN7 as an isolated structure, with properties calculated with ωB97M-V/def2-TZVPD.

For the largest force on an atom, the calculation gives 2.03 eV Å⁻¹. The LUMO energy is -0.466 eV. The total charge is 0. Its HOMO-LUMO gap is 5.4 eV. For the calculated total energy, the calculation gives -171317.2113 eV. As for the HOMO energy: -0.2164 Eh. As for the spin multiplicity: 1.

Each line ends with the Mulliken charge.
Cartesian coordinates (Å):
K: -0.1190 0.4273 0.0797  0.572
N: -1.6692 1.2011 -2.8886  -0.185
C: -2.7007 0.9256 -2.0855  0.510
N: -3.9220 0.9598 -2.6246  -0.733
C: -4.9133 0.6828 -1.7798  0.505
N: -6.1638 0.6647 -2.2729  -0.340
N: -4.7652 0.4004 -0.4829  -0.628
C: -3.5076 0.3929 -0.0437  -0.380
N: -2.4406 0.6415 -0.8037  -0.029
C: -3.3006 0.0913 1.3674  0.763
C: -4.4065 -0.1779 2.1822  -0.521
C: -4.2017 -0.4534 3.5158  -0.435
C: -2.9008 -0.4468 4.0122  -0.850
C: -1.8746 -0.1633 3.1260  0.031
N: -2.0471 0.0921 1.8417  -0.042
H: -1.8641 1.3872 -3.8546  0.220
H: -0.7227 1.2205 -2.5320  0.068
H: -6.3149 0.9491 -3.2233  0.248
H: -6.9294 0.4871 -1.6487  0.235
H: -5.3883 -0.1595 1.7382  0.461
H: -5.0333 -0.6672 4.1690  0.423
H: -2.6978 -0.6515 5.0531  0.395
H: -0.8498 -0.1319 3.4727  0.485
Br: 5.6968 -0.3986 4.6084  -0.154
C: 4.1561 -0.1475 3.5216  0.210
C: 3.0436 -0.9530 3.7034  -0.745
C: 1.9497 -0.7138 2.8900  -0.157
N: 1.9176 0.2134 1.9462  0.067
C: 2.9964 0.9613 1.7754  -0.375
C: 4.1431 0.8353 2.5440  -0.548
H: 3.0280 -1.7334 4.4471  0.435
H: 1.0528 -1.3064 2.9971  0.460
H: 2.9441 1.6820 0.9733  0.333
H: 4.9945 1.4792 2.3853  0.440
C: 3.0752 -1.4387 -0.7802  -1.172
Ge: 2.5576 -0.2055 -2.2684  0.801
C: 1.2590 -1.3416 -3.2801  -1.225
C: 4.2582 -0.0951 -3.3586  -1.266
C: 1.6655 1.4376 -1.7793  -1.412
H: 3.5052 -2.3357 -1.2164  0.419
H: 2.2149 -1.7402 -0.1842  0.265
H: 3.8181 -1.0161 -0.1099  0.285
H: 1.7253 -2.2543 -3.6419  0.380
H: 0.8429 -0.8215 -4.1397  0.320
H: 0.4320 -1.6275 -2.6273  0.308
H: 4.5835 -1.0761 -3.6875  0.358
H: 5.0545 0.3388 -2.7583  0.354
H: 4.1224 0.5298 -4.2366  0.361
H: 1.3358 1.9030 -2.7134  0.334
H: 2.3604 2.1527 -1.3275  0.150

---

[5]
Below is a 2-piece molecular cluster, CHN2O3 overall, with properties calculated with ωB97M-V/def2-TZVPD.

For the largest force on an atom, the calculation gives 2.24 eV Å⁻¹. The LUMO energy is 4.395 eV. The total charge is -1. Its HOMO-LUMO gap is 7.2 eV. For the calculated total energy, the calculation gives -10171.0094 eV. As for the HOMO energy: -0.1017 Eh. As for the spin multiplicity: 1.

Each line ends with the Mulliken charge.
Cartesian coordinates (Å):
C: 0.7237 0.6916 -0.0903  0.420
N: -1.6191 -0.3269 -0.5171  -0.021
N: 1.4941 -0.0309 0.4534  0.196
O: 2.6464 -0.5221 0.3633  -0.738
O: -0.2384 1.4230 -0.1639  -0.637
O: -0.7046 -1.1109 -0.3927  -0.338
H: -2.3022 -0.1237 0.3474  0.117